No. 1
The following is a quantum chemistry calculation of 3 unconnected molecules or ions with the total composition C30H56ClN5O2, from the Open Molecules 2025 dataset.

For the LUMO energy, the calculation gives -1.168 eV. The orbital gap is 6.979 eV. Its SMILES is CCCCOc1cc2nccnc2c(C[C@@H](O)CN)c1C[C@H](C)Cl.CCN(CC)CC.CCN(CC)CC.

```
94
Properties=species:S:1:pos:R:3:forces:R:3:mulliken_charge:R:1
Cl 1.996047 -7.105503 0.422034 -0.9 1.4 0.4 -0.20
O -0.822683 -3.457339 2.722556 -1.3 -0.5 -1.3 -0.53
O 3.524795 -4.952314 -1.505595 -1.4 4.2 0.2 -0.35
N 0.979798 -1.364253 -4.576054 -4.3 3.0 5.4 -0.57
N -3.770925 -1.610900 1.062280 0.7 1.0 1.0 -0.72
N -0.791371 -0.389831 -1.916334 2.9 -0.9 -5.5 -0.15
N 1.730701 2.298426 2.728167 0.2 -0.2 0.3 0.07
N -3.850294 4.392524 -3.498636 0.2 0.2 -0.2 0.16
C 1.885833 -4.255444 1.176288 0.9 -0.7 -0.8 -0.62
C 4.786707 -4.140838 -1.509629 0.5 1.3 0.6 -0.63
C -1.444173 -2.823222 1.512343 -1.3 0.7 1.0 0.13
C 2.204926 -3.154176 -2.975073 -0.9 -0.2 3.0 -0.48
C -0.400768 -1.725008 0.885834 0.3 -0.2 0.5 -0.32
C 0.374143 2.147367 0.626199 0.0 0.1 0.0 -1.17
C 6.431535 -3.160610 0.362465 0.6 -0.2 0.7 -0.46
C -4.570429 3.296697 -4.148976 0.2 -0.2 0.2 -0.34
C 0.960471 4.702247 3.143645 -0.1 0.3 0.2 -0.95
C -3.909254 4.432547 -2.034905 0.2 -0.2 -0.2 -0.37
C 2.466366 -3.912293 -1.545550 -2.6 2.6 -2.4 -0.19
C -5.366252 6.405886 -3.938798 -0.2 0.2 -0.1 -0.96
C 1.975691 1.731437 4.058482 0.1 -0.2 -0.3 -0.64
C 5.781078 -4.532401 -0.264937 0.6 0.1 -0.9 -0.41
C 0.492478 1.814575 2.111496 0.3 0.2 -0.2 0.20
C 2.003959 3.730791 2.601547 0.0 -0.1 -0.4 -0.67
C 0.462189 -2.241333 -0.408842 2.2 -1.7 -1.4 0.13
C -0.041061 -0.260529 -4.553161 0.7 -1.3 1.7 -0.22
C 1.084857 -1.935456 -3.190512 0.9 -1.3 1.0 0.45
C -4.022178 5.709073 -4.121843 0.3 0.0 0.1 -0.69
C -6.064869 3.167713 -3.872433 -0.3 -0.1 -0.1 -1.11
C 0.223143 -1.497338 -1.883289 0.2 0.0 -0.1 0.07
C 0.840154 -6.213971 2.829328 -0.3 -0.1 -1.0 -0.99
C 0.985998 2.077677 5.165827 0.0 0.0 0.3 -0.99
C -0.902909 0.250449 -3.270564 2.3 -3.1 1.0 -0.04
C -3.434341 3.145616 -1.364733 -0.1 -0.1 -0.1 -1.29
C 1.570860 -3.449930 -0.216158 -0.9 1.9 -2.6 0.70
C -2.755306 -1.981132 2.120084 0.5 0.0 0.6 -0.36
C 1.054233 -5.704830 1.256613 -0.4 1.0 1.1 0.23
C 6.725257 -3.261944 2.005485 -0.1 0.5 -0.7 -0.92
H -1.642019 1.155087 -3.404537 1.6 -2.1 0.4 0.09
H 7.519386 -2.428769 2.229673 -1.4 -1.8 -0.2 0.31
H -4.417230 3.350955 -5.234513 0.1 0.3 0.2 0.44
H 0.272213 3.223437 0.455865 0.0 -0.1 0.0 0.43
H 0.037451 -5.563220 0.685462 2.1 -0.5 1.2 0.29
H -1.029202 -0.736456 0.689931 1.5 -2.2 -0.1 0.13
H -3.241530 6.373877 -3.729201 0.0 -0.2 0.1 0.40
H 2.972455 3.961230 3.063843 -0.1 -0.3 0.1 0.36
H 1.588377 -7.097755 3.022969 -1.5 1.9 -0.2 0.42
H -1.817923 -3.638210 0.741153 0.9 1.7 1.5 0.28
H 2.869960 -3.500149 -3.899545 -1.7 0.9 2.2 0.25
H -0.516063 1.665694 0.207355 0.1 0.0 0.0 0.20
H 2.003179 0.638183 3.960589 -0.1 0.1 -0.2 0.32
H -4.916421 4.665108 -1.677826 -0.2 0.0 0.2 0.26
H 4.478252 -3.001872 -1.349385 0.7 -2.5 -0.4 0.34
H -1.418897 -4.202737 3.044703 1.0 1.5 -0.8 0.34
H 5.782376 -2.196340 0.211165 1.0 -2.0 0.1 0.28
H 2.156926 3.957519 1.539177 -0.1 -0.2 0.1 0.37
H -2.354902 -0.989566 2.626520 -0.4 -2.1 -0.7 0.19
H -6.142614 5.952532 -4.555757 0.0 0.0 0.1 0.21
H -4.407779 -0.897849 1.529076 1.0 -1.2 -1.0 0.29
H -2.427516 2.873587 -1.698287 -0.1 0.0 0.0 0.19
H -6.410085 2.176014 -4.184003 0.0 0.1 0.0 0.42
H 1.117499 3.101041 5.518446 -0.1 0.0 0.0 0.25
H -4.090841 2.353148 -3.860629 0.0 0.1 0.1 -0.05
H 5.259929 -5.217590 0.533137 0.8 1.5 -1.6 0.29
H 3.029077 -4.574246 1.134107 -2.3 0.8 0.0 -0.11
H 1.762647 -3.622924 2.156427 -0.3 -1.2 -2.1 0.37
H -3.401692 3.282657 -0.278427 0.0 0.0 -0.2 0.46
H -5.698535 6.406113 -2.897828 0.0 0.0 -0.1 0.27
H 1.151584 5.704233 2.744630 0.0 -0.1 0.0 0.37
H 6.674042 -5.153864 -0.723730 -1.8 1.1 1.1 0.33
H 1.244273 1.785452 0.068662 -0.1 0.1 0.1 0.27
H -4.108257 2.307532 -1.566681 0.1 0.0 0.0 0.30
H -3.255032 5.236467 -1.675611 -0.1 0.0 -0.3 0.44
H -6.307971 3.274794 -2.811963 0.1 0.0 -0.1 0.23
H 1.006965 4.780957 4.231693 -0.1 0.0 -0.1 0.26
H 7.451617 -2.978856 -0.207488 -2.1 -0.3 1.3 0.31
H 5.278669 -4.191014 -2.573162 -0.8 -0.2 2.1 0.29
H -3.235598 -1.083706 0.337308 -0.7 -0.4 0.6 0.29
H -0.236598 0.302556 -5.587689 0.6 -1.5 2.5 0.30
H 5.740796 -2.974284 2.616120 2.2 -0.9 -1.4 0.20
H 1.155303 1.421748 6.026877 0.0 0.1 -0.1 0.40
H 0.994066 -5.318283 3.570273 -0.4 -1.9 -1.4 0.20
H -3.807161 5.633868 -5.195444 0.0 -0.2 0.1 0.34
H -0.052868 1.942648 4.855093 0.1 0.0 0.0 0.26
H -0.392030 2.195445 2.629723 -0.3 0.0 0.1 0.15
H 7.130748 -4.332833 2.315033 -0.9 2.4 -0.6 0.27
H -0.058459 4.430003 2.855848 0.1 0.0 0.0 0.24
H 2.985606 2.004943 4.389804 -0.1 0.1 -0.2 0.38
H -5.282461 7.452047 -4.253187 0.0 -0.1 0.0 0.40
H -3.287702 -2.614952 2.973213 1.2 1.2 -1.9 0.28
H 0.458827 0.721246 2.194466 0.2 0.2 0.3 -0.07
H -6.646187 3.897544 -4.439550 0.0 0.0 0.2 0.28
H -0.259858 -6.647946 2.880706 2.3 0.9 0.2 0.22
H 0.346802 -1.436675 1.770747 -1.5 -0.8 -1.9 -0.05
```
Forces are in eV/Å.

---

No. 2
The following is a quantum chemistry calculation of 6 unconnected molecules or ions with the total composition C4H20NO7, from the Open Molecules 2025 dataset.

Its energy above the lowest of the compared OMol25 structures with the same formula, charge and spin is 0.0 kcal per mole. For the LUMO energy, the calculation gives -2.649 eV. The orbital gap is 11.464 eV. The total charge is +1.

```
32
Properties=species:S:1:pos:R:3:forces:R:3:nbo_charge:R:1
O 1.997347 1.717904 2.464199 -0.5 0.1 -0.5 -0.98
O -1.057138 -2.560285 -1.222005 -0.1 -0.1 0.0 -0.67
O 3.119082 -0.114508 -0.138068 -0.2 0.1 0.1 -0.97
O -2.313098 -0.151071 -3.654645 0.3 0.2 -0.1 -0.95
O -0.168239 1.167850 -2.571436 0.0 0.0 0.2 -1.01
O 1.809371 -1.516407 3.427979 0.1 0.2 -0.3 -0.95
O 0.111122 -1.874134 0.558858 0.0 0.2 0.2 -0.65
N 0.488134 0.884087 0.112901 0.5 -0.7 0.4 -0.72
C -0.859630 -1.769403 -0.155597 -0.3 -0.5 -0.6 0.82
C -1.990247 -0.762871 -0.074176 0.9 -0.2 -0.1 -0.54
C -1.806487 0.313771 0.976269 -1.0 1.0 0.0 -0.43
C -0.726373 1.392850 0.811049 0.4 -0.3 0.0 -0.22
H 0.390561 0.820384 -0.908959 -0.4 0.2 -0.2 0.46
H -2.742731 0.884004 0.997629 0.0 -0.1 -0.1 0.25
H 2.571965 0.953750 2.568845 0.3 0.2 0.3 0.50
H -1.948625 -0.987118 -3.971110 -0.1 0.0 0.0 0.49
H 1.573873 -1.439333 2.493629 -0.2 -0.3 0.2 0.47
H 1.357171 1.379084 0.309782 -0.2 0.4 0.4 0.46
H 1.186477 -2.153550 3.795422 0.1 0.1 -0.1 0.48
H -0.417565 1.684208 1.805198 0.2 0.2 0.1 0.25
H 2.494145 2.535426 2.570265 0.3 -0.3 0.2 0.49
H -2.096618 -0.399310 -1.096911 0.0 0.4 0.0 0.26
H 3.827745 0.532938 -0.221818 0.1 -0.2 0.0 0.49
H -1.033258 2.284495 0.283385 -0.3 0.0 -0.2 0.22
H -2.449380 0.387841 -4.444310 -0.3 -0.2 -0.1 0.49
H -2.905406 -1.320927 0.091635 -0.1 -0.2 0.2 0.27
H -0.933620 0.840331 -3.096667 0.4 0.0 0.2 0.51
H -0.387814 -3.259071 -1.300019 0.1 0.2 0.3 0.51
H 3.497821 -0.890000 0.292452 0.1 0.1 -0.1 0.49
H 0.495825 1.565783 -3.143235 -0.3 -0.1 -0.2 0.49
H 0.687116 -0.067240 0.452678 0.0 0.1 -0.1 0.45
H -1.771538 -0.079477 1.986783 0.4 -0.5 0.0 0.24
```
Forces are in eV/Å.

---

No. 3
The following is a quantum chemistry calculation of a single C21H26N4OS molecule, from the Open Molecules 2025 dataset.

Its energy above the lowest of the compared OMol25 structures with the same formula, charge and spin is 40.1 kcal per mole. For the LUMO energy, the calculation gives 0.664 eV. The orbital gap is 8.174 eV. Its SMILES is S=C1N(c2ccccc2)CN(CCN2CCOCC2)CN1c1ccccc1.

```
53
Properties=species:S:1:pos:R:3:forces:R:3:nbo_charge:R:1
S -0.576774 2.933216 -0.984036 -0.4 0.5 -0.1 -0.25
O -2.675288 -3.124235 2.814793 -0.1 -0.1 0.0 -0.52
N -0.524899 -2.479945 1.050999 -0.1 -0.1 0.1 -0.46
N 1.269604 1.191731 -1.723989 0.0 -0.3 0.4 -0.50
N 1.780352 -0.740827 -0.425099 0.1 0.1 0.0 -0.44
N 0.679869 1.185342 0.522059 0.2 -0.3 -0.3 -0.50
C -0.778572 1.064919 2.458117 0.1 0.0 -0.2 -0.26
C 1.045416 1.489937 -3.085434 0.0 0.2 -0.5 0.25
C 0.397574 3.108080 1.988366 0.1 -0.1 0.1 -0.22
C -0.170108 3.685549 3.108724 0.1 0.0 0.0 -0.21
C -0.401954 1.678233 -4.989232 0.0 -0.1 0.1 -0.19
C 0.088034 1.795300 1.656572 -0.2 0.2 0.4 0.24
C 2.132591 1.819012 -3.887794 -0.2 0.0 0.2 -0.26
C 0.679511 2.013419 -5.786747 0.1 0.1 -0.1 -0.22
C 1.466990 -0.024113 0.776346 0.6 -0.3 0.4 -0.05
C 1.946577 2.077937 -5.233562 0.0 0.0 -0.2 -0.21
C 0.678858 -1.557312 -0.925601 0.0 -0.3 0.1 -0.24
C 2.282815 0.198809 -1.392702 0.3 -0.3 0.1 -0.04
C -2.881757 -2.292849 1.697542 0.0 0.1 -0.4 -0.07
C -0.223861 1.407713 -3.645636 0.0 -0.1 -0.1 -0.23
C -1.035798 2.957844 3.908274 -0.1 0.0 0.1 -0.21
C -1.337495 1.647057 3.581221 -0.1 0.0 0.1 -0.20
C -1.354319 -3.002299 3.282343 0.4 -0.1 0.0 -0.07
C -0.343119 -3.364419 2.194278 -0.2 0.1 0.2 -0.25
C 0.437593 -2.759136 -0.007061 -0.1 0.1 -0.2 -0.22
C 0.509662 1.709382 -0.717130 -0.3 0.4 -0.2 0.31
C -1.895680 -2.605265 0.572063 -0.2 0.1 0.2 -0.26
H 1.066149 3.674384 1.358456 0.0 0.0 -0.1 0.23
H -0.486545 -4.421324 1.910748 0.1 0.0 0.0 0.17
H 2.795004 2.339620 -5.848521 0.1 0.0 -0.1 0.21
H -2.017969 1.077259 4.197506 -0.1 0.0 0.0 0.21
H 3.118959 1.885099 -3.452567 0.1 0.0 0.1 0.21
H 0.066596 4.708854 3.358744 0.0 0.1 0.0 0.21
H 0.109203 -3.618369 -0.614490 0.0 0.0 0.1 0.18
H -1.392056 1.620576 -5.415946 -0.1 0.0 0.0 0.21
H -3.904831 -2.475404 1.364501 0.1 0.1 0.0 0.20
H -2.784412 -1.237828 1.992729 0.0 -0.1 0.0 0.17
H 0.670178 -3.238270 2.582739 0.0 0.0 0.0 0.20
H 2.407949 0.265624 1.269530 -0.2 0.0 0.0 0.19
H 3.170036 0.682090 -0.960892 -0.1 -0.1 -0.1 0.19
H 0.974375 -1.918286 -1.912920 -0.1 0.1 0.0 0.21
H -1.264062 -3.684189 4.129541 0.1 0.1 0.0 0.20
H 0.535082 2.224366 -6.835658 0.0 0.0 -0.1 0.21
H -1.477470 3.412820 4.782113 0.0 0.0 0.1 0.21
H 2.570314 -0.322964 -2.308397 0.0 0.1 0.1 0.22
H -1.022486 0.048756 2.186562 0.0 -0.1 -0.1 0.22
H -0.246135 -0.976407 -1.036898 0.0 0.0 -0.1 0.19
H -1.168803 -1.972398 3.623966 0.0 -0.1 0.0 0.16
H 1.393845 -3.019347 0.452313 0.0 0.0 0.0 0.21
H -2.057046 -1.904605 -0.248828 -0.1 0.0 0.0 0.21
H -2.087199 -3.628806 0.202552 0.0 0.1 0.0 0.17
H 0.903216 -0.679399 1.443142 0.1 0.2 -0.1 0.23
H -1.067714 1.145068 -3.027700 0.0 0.0 0.0 0.23
```
Forces are in eV/Å.

---

No. 4
The following is a quantum chemistry calculation of a molecular structure, C17H12BrFFeN4O6, from the Open Molecules 2025 dataset.

As for the spin multiplicity: 5. For the LUMO energy (alpha / beta), the calculation gives -0.231 / -0.376 eV. The orbital gap (alpha / beta) is 8.750 / 8.608 eV.

```
42
Properties=species:S:1:pos:R:3:forces:R:3:nbo_charge:R:1
Br -1.763350 -1.571690 -0.956788 -0.4 0.0 0.1 0.08
Fe 1.375850 0.219610 -0.833788 0.2 -1.3 0.1 1.62
F -1.446050 2.947210 3.994212 -0.2 -0.2 0.0 -0.30
O -0.815350 -2.335890 4.549312 -0.1 -0.4 0.1 -0.61
O 2.941150 -0.300790 -2.079188 -0.6 1.5 1.1 -0.87
O 1.664950 0.617610 1.454512 0.2 0.9 -0.8 -0.79
O -3.526150 1.266610 4.989012 -0.1 0.2 0.1 -0.57
O 3.950650 -1.740890 -3.454788 0.0 0.0 0.0 -0.61
O 0.926450 -1.343190 0.840412 0.1 0.1 -0.6 -0.75
N 0.037050 1.984310 -1.698288 0.7 -0.6 0.4 -0.55
N 0.703850 -1.681890 -2.078288 0.1 0.4 0.3 -0.54
N -0.030650 -0.339190 3.776612 -0.2 -0.4 0.1 -0.41
N -2.108150 -0.491590 4.796612 -0.4 -0.1 0.1 -0.63
C -2.439450 0.856210 4.667112 0.2 0.0 -0.1 0.60
C -0.973450 -1.151890 4.386812 0.2 0.2 -0.1 0.79
C 1.721950 -2.200890 -2.761688 0.4 0.0 -0.2 0.11
C 1.273850 -0.539390 1.729812 -0.2 -0.6 0.2 0.76
C -1.174250 4.270110 -2.713288 0.1 -0.2 0.1 -0.14
C 1.632950 -3.427890 -3.402988 -0.1 0.1 0.0 -0.21
C -0.609450 -3.610190 -2.586088 0.0 0.1 0.0 -0.27
C 3.013650 -1.353890 -2.790688 -0.6 -0.8 -0.3 0.76
C 0.758950 2.937510 -2.291588 0.1 0.2 -0.2 0.04
C -0.406250 -2.383490 -1.977288 0.0 0.1 -0.1 0.16
C -1.927950 3.280910 -2.103988 0.2 0.0 0.0 -0.24
C 0.198150 4.093710 -2.809988 -0.1 -0.1 0.0 -0.24
C 0.439950 -4.132090 -3.329588 0.1 0.2 0.2 -0.14
C -0.206050 1.005510 3.673512 -0.7 0.9 0.3 -0.01
C -1.327650 1.611010 4.107212 0.5 0.1 -0.3 0.21
C 1.150550 -0.957990 3.203112 0.4 -0.2 -0.4 -0.32
C -1.280050 2.159410 -1.609888 -0.3 0.0 0.1 0.06
H -1.644150 5.160710 -3.102588 0.0 0.1 0.0 0.23
H 2.493450 -3.790690 -3.942588 0.0 0.0 0.0 0.26
H 0.818550 4.843010 -3.276088 0.1 0.0 0.0 0.23
H -1.842450 1.371010 -1.129088 0.0 0.0 0.0 0.22
H 2.036150 -0.644890 3.762712 0.0 -0.1 -0.1 0.22
H 1.826250 2.758610 -2.354888 0.0 0.1 0.0 0.21
H 0.330150 -5.082090 -3.831288 0.0 -0.1 0.0 0.23
H -2.829350 -1.080990 5.202712 0.2 0.1 -0.1 0.43
H -1.553850 -4.120490 -2.479688 0.0 0.0 0.0 0.24
H 1.015450 -2.039090 3.262512 0.1 0.3 0.1 0.27
H 0.591850 1.563210 3.204512 0.0 0.0 0.0 0.26
H -2.997750 3.374810 -2.006288 -0.1 0.0 0.0 0.23
```
Forces are in eV/Å.

---

| no. | calculated total energy (hartree) | maximum force (Eh/bohr) |
| --- | --- | --- |
| 1 | -2060.54143 | 0.14606 |
| 2 | -745.66949 | 0.02745 |
| 3 | -1508.25492 | 0.01471 |
| 4 | -5263.20796 | 0.03819 |